1.
Here is a structure of composition C30H35N7O5PdS2 from OMol25. Energies are from wB97M-V/def2-TZVPD.

For the LUMO energy, the calculation gives 4.1 eV. The max |F| is 0.158 eV/A. As for the calculated total energy: -77499.3115 eV. For the energy above the lowest of the compared OMol25 structures with the same formula, charge and spin, the calculation gives 0.0 kcal per mole. The calculation puts the HOMO-LUMO gap at 6.17 eV. For the molar mass, the calculation gives 744.2 g/mol. The charge is -2.

CARTESIAN COORDINATES (ANGSTROEM)
C (-2.494, 3.727, 0.962)
C (2.761, -1.886, -0.427)
H (5.994, -2.074, 3.532)
C (2.869, -2.292, 4.823)
C (3.684, -2.952, -0.594)
N (0.478, -0.412, -8.011)
H (-0.165, 2.910, -1.531)
O (-1.023, -0.528, 4.547)
H (4.716, 0.694, -0.767)
C (5.003, -2.661, -0.823)
H (0.813, -1.943, 5.389)
C (1.321, -0.938, 3.583)
H (-1.019, -1.871, -2.207)
C (-4.836, 3.398, 1.780)
N (-0.880, -1.143, 2.071)
C (4.447, -0.359, -0.721)
C (-0.353, 1.861, -1.745)
H (1.070, -3.058, -0.181)
H (-4.819, 3.697, -1.543)
C (0.535, 1.149, -2.493)
N (3.161, -0.603, -0.493)
O (-1.840, -4.613, 1.435)
H (5.718, -3.467, -0.947)
H (2.686, -2.012, -6.036)
H (3.331, -3.973, -0.530)
H (-1.984, 2.777, 0.768)
H (6.450, -1.055, -1.074)
C (-6.603, 3.010, 0.183)
N (-3.499, 3.562, 2.003)
C (1.599, -1.748, 4.672)
H (-0.644, -3.012, 3.035)
C (5.228, -2.677, 4.021)
C (-2.957, 3.245, 3.313)
C (1.824, -1.406, -6.287)
O (-0.172, 1.050, 2.830)
C (-1.441, -3.471, 1.122)
O (-5.641, 3.221, 2.694)
C (-1.328, -2.511, 2.338)
H (-3.775, 3.025, 3.991)
C (-4.317, 3.361, -0.632)
C (0.273, -0.235, -2.709)
H (-2.307, -2.510, 2.826)
H (-2.761, -0.344, -1.309)
H (-7.228, 3.170, 1.055)
N (1.464, -2.131, -0.222)
H (4.342, -1.010, 2.067)
H (5.239, -3.663, 3.548)
H (5.509, -2.809, 5.068)
H (0.791, -1.414, 0.025)
H (2.090, -0.047, 1.790)
N (-5.266, 3.481, 0.464)
C (3.870, -2.038, 3.893)
H (-3.413, 5.265, -0.252)
H (-7.009, 3.562, -0.669)
C (-1.737, 0.009, -1.398)
S (-0.336, -0.335, 3.282)
C (-3.107, 4.217, -0.332)
H (-2.388, 4.098, 3.695)
H (1.434, 1.608, -2.880)
S (1.431, -1.223, -3.613)
H (-2.284, 2.386, 3.248)
H (-2.375, 4.120, -1.134)
C (-0.824, -0.808, -2.148)
H (2.140, -1.562, -8.395)
Pd (-1.135, 0.333, 0.519)
C (-0.074, -0.106, -5.685)
C (-0.287, 0.088, -7.040)
C (2.314, -0.668, 2.649)
H (-1.133, 0.687, -7.363)
H (-6.614, 1.941, -0.063)
H (-3.995, 2.325, -0.785)
N (-1.533, 1.373, -1.249)
H (-0.741, 0.331, -4.954)
C (5.419, -1.327, -0.893)
H (-1.747, 4.434, 1.334)
C (1.014, -0.875, -5.279)
C (1.515, -1.150, -7.608)
C (3.577, -1.212, 2.809)
H (3.081, -2.932, 5.674)
O (-1.110, -3.055, -0.013)

2.
Here is an isolated molecule of C5H11N3 in a non-equilibrium geometry from OMol25. Energies are from wB97M-V/def2-TZVPD.

For the LUMO energy, the calculation gives 1.0 eV. The max |F| is 4.495 eV/A. As for the calculated total energy: -9831.1182 eV. For the energy above the lowest of the compared OMol25 structures with the same formula, charge and spin, the calculation gives 64.3 kcal per mole. The calculation puts the HOMO-LUMO gap at 8.26 eV. For the molar mass, the calculation gives 113.2 g/mol. The charge is 0. Its SMILES is C=CN(C)C=C(N)N.

CARTESIAN COORDINATES (ANGSTROEM)
H (1.256, 2.315, -0.006)
C (-0.792, 2.232, -0.421)
H (-2.007, -2.478, -0.463)
N (0.809, 0.249, -0.866)
H (-0.619, -1.031, -1.754)
H (-1.657, 1.611, -0.617)
H (-0.949, 3.299, -0.370)
C (2.148, -0.146, -0.460)
H (2.187, -0.587, 0.544)
H (-0.019, 0.475, 1.281)
C (0.390, 1.676, -0.161)
H (2.518, -0.877, -1.186)
H (-0.978, -0.644, 2.293)
H (-2.305, -2.147, 1.171)
H (2.805, 0.725, -0.489)
C (-0.673, -1.197, 0.375)
C (-0.155, -0.735, -0.819)
N (-0.332, -0.546, 1.522)
N (-1.626, -2.195, 0.426)

3.
Here is a structure of composition C4H8O3 from OMol25. Energies are from wB97M-V/def2-TZVPD.

For the LUMO energy, the calculation gives 0.9 eV. The max |F| is 0.458 eV/A. As for the calculated total energy: -10416.8714 eV. For the energy above the lowest of the compared OMol25 structures with the same formula, charge and spin, the calculation gives 95.3 kcal per mole. The calculation puts the HOMO-LUMO gap at 8.94 eV. For the molar mass, the calculation gives 104.1 g/mol. The charge is 0.

CARTESIAN COORDINATES (ANGSTROEM)
H (0.340, -1.647, 3.068)
C (0.300, 0.642, 0.649)
H (0.136, 1.689, 0.919)
H (0.547, -1.610, -0.510)
H (0.359, 1.621, -1.839)
O (0.043, -1.162, -1.232)
O (0.947, -2.003, 1.164)
H (1.352, 0.514, 0.359)
H (-0.893, -1.344, -1.002)
C (-0.704, 0.311, -0.387)
O (0.110, -0.041, 1.931)
C (-0.645, 1.281, -1.533)
C (0.486, -1.294, 2.038)
H (-1.157, 0.885, -2.416)
H (-1.220, 2.159, -1.209)